[1]
Density functional theory data (ωB97M-V/def2-TZVPD) for a molecular structure, C43H55BGdN12OS4 at a distorted geometry.

Summary:
Energy relative to the best compared isomer or geometry (same formula, charge and spin) = 0.000 eV
Spin multiplicity = 8
HOMO (alpha / beta) = -0.38201 / -0.38267 Ha
Total energy = -130261.4420 eV
Net charge = +1
Kohn-Sham gap (alpha / beta) = 6.64 / 7.30 eV
Lowest unoccupied orbital energy (alpha / beta) = -3.7560 / -3.1090 eV

Geometry (Å):
H1 -5.407 3.103 -0.336
H2 2.774 -4.096 0.302
H3 -0.617 -3.427 -3.390
H4 0.888 -4.993 5.147
Gd1 0.905 -1.912 2.347
H5 -5.290 2.731 -3.923
C1 4.193 -1.077 0.249
C2 5.024 -2.026 -1.872
C3 4.426 0.337 6.166
H6 0.730 3.958 -3.268
H7 -0.841 -4.688 2.578
H8 -3.103 5.124 -0.443
C4 -4.109 0.897 -5.559
H9 -1.814 4.105 0.201
C5 -4.753 1.955 -3.383
C6 2.016 2.254 -2.863
N1 5.176 -1.460 -0.565
C7 2.272 2.969 2.145
H10 -4.383 2.371 -2.449
H11 -5.928 3.476 1.310
H12 5.518 -1.406 -2.623
C8 0.838 -6.851 0.611
S1 -0.784 -1.915 -0.384
C9 -2.622 -0.914 -3.836
C10 -2.848 4.115 -0.132
B1 -1.139 0.000 -0.074
N2 0.648 -9.264 -0.216
C11 2.074 2.727 -0.353
C12 -3.781 3.658 0.991
C13 1.876 -6.023 0.188
C14 1.281 1.318 -3.826
N3 -2.166 0.385 0.967
H13 1.497 3.400 2.777
C15 3.245 -0.311 5.792
H14 -3.731 5.586 1.956
C16 -3.578 1.451 -4.235
C17 -1.524 -1.289 -1.812
H15 2.832 3.478 -0.512
H16 -4.282 4.290 3.014
C18 -1.949 -1.819 -3.040
C19 -5.237 3.754 0.519
C20 0.992 -4.168 1.528
H17 -0.001 -2.763 5.453
C21 3.032 -0.717 4.525
N4 4.693 -0.605 1.398
H18 -5.445 1.145 -3.160
C22 1.679 2.395 0.910
H19 -3.299 0.567 -6.206
C23 -3.760 0.269 2.734
H20 -3.009 -1.233 -4.788
H21 -1.787 2.295 -5.134
C24 6.477 -1.313 0.065
H22 -3.676 -0.621 4.655
C25 -2.830 0.420 -3.416
H23 -2.108 -3.516 -4.343
N5 1.231 -0.999 7.183
C26 1.430 -4.043 5.165
H24 3.894 1.981 -3.890
N6 0.531 1.197 -1.288
H25 1.417 0.284 -3.522
H26 3.960 -2.092 -2.097
H27 2.730 2.167 2.726
N7 5.422 0.855 6.408
C27 1.947 -4.720 0.648
H28 4.112 -0.558 2.231
H29 -2.239 3.031 -3.584
H30 6.994 -2.276 0.092
C28 -0.048 -5.043 1.916
O1 0.594 -2.968 4.714
H31 5.466 -3.025 -1.900
H32 -0.930 -6.997 1.818
H33 0.217 1.537 -3.821
H34 2.622 -6.405 -0.494
S2 -2.029 -1.804 2.484
N8 -2.389 0.840 -2.246
S3 2.558 -1.079 -0.138
H35 -2.569 4.433 2.619
C29 1.792 3.716 -3.276
C30 2.176 -0.646 6.630
C31 0.674 1.387 1.056
H36 -4.805 0.076 -5.402
H37 2.179 3.875 -4.280
N9 -2.555 1.625 0.666
H38 -2.928 3.448 -0.985
H39 -2.118 -3.884 -2.607
C32 -0.127 -6.355 1.486
H40 -5.264 0.030 4.223
H41 2.308 4.398 -2.602
H42 1.661 1.440 -4.837
C33 -3.472 2.226 1.358
H43 -4.674 -1.485 3.511
H44 1.808 -3.853 6.172
N10 2.789 -1.095 3.433
N11 0.087 0.899 -0.067
C34 -4.390 -0.490 3.843
H45 6.407 -1.478 2.262
C35 0.745 -8.182 0.151
C36 -2.675 -0.323 2.009
C37 -1.691 -3.242 -3.378
C38 -4.134 1.542 2.408
C39 -3.577 4.545 2.227
H46 6.608 0.183 1.675
H47 4.079 2.661 -2.279
C40 3.521 1.938 -2.870
H48 -5.456 4.776 0.221
N12 -1.769 -0.015 -1.494
H49 7.093 -0.610 -0.501
H50 3.012 3.727 1.912
C41 6.133 -0.779 1.467
H51 3.705 0.944 -2.467
S4 0.225 0.865 2.604
H52 2.277 -4.098 4.477
C42 -2.622 2.621 -4.516
H53 -3.156 3.404 -5.048
H54 -4.642 1.690 -6.077
C43 1.500 2.046 -1.457
H55 -4.930 2.028 2.943

Forces on the atoms, in the same order (eV/Å):
H -0.1 -0.1 -0.1
H -0.2 -0.1 0.0
H 0.1 -0.1 0.0
H 0.1 0.1 -0.1
Gd -0.4 -0.4 0.1
H -0.1 0.1 -0.1
C 0.2 0.3 0.3
C -0.1 -0.1 -0.4
C 0.4 0.2 0.1
H -0.1 0.0 0.0
H 0.1 0.0 -0.1
H -0.1 0.2 0.0
C 0.1 0.1 0.3
H 0.2 0.0 0.0
C 0.1 -0.1 -0.1
C -0.1 0.0 -0.2
N -0.1 0.1 0.4
C 0.1 0.1 0.0
H 0.0 0.0 0.1
H -0.1 0.0 0.1
H 0.0 0.0 0.0
C 0.0 0.9 0.3
S -0.1 -0.2 -0.2
C 0.2 -0.1 0.4
C -0.1 -0.1 0.1
B 0.0 0.0 0.1
N 0.0 -0.3 -0.1
C -0.3 -0.3 0.4
C 0.0 0.2 -0.2
C -0.1 -0.1 0.1
C 0.1 0.2 0.1
N -1.0 -0.3 0.9
H 0.0 0.0 0.1
C -0.1 0.0 0.2
H 0.0 0.1 0.0
C -0.1 0.3 0.0
C -0.1 0.4 -0.4
H 0.1 0.1 0.0
H -0.1 0.0 0.2
C -0.1 0.4 0.0
C 0.2 0.0 0.1
C -0.1 -1.4 -0.5
H 0.1 0.3 -0.4
C -0.1 -0.6 -1.9
N 0.0 -0.1 0.0
H -0.1 0.0 0.0
C 0.1 0.0 -0.5
H 0.1 -0.1 -0.1
C 0.0 0.4 -0.2
H 0.0 -0.1 -0.2
H 0.1 0.0 0.0
C 0.4 0.1 0.0
H 0.0 0.0 0.1
C 0.1 -0.4 0.0
H 0.0 0.0 0.0
N -0.3 -0.1 0.2
C 0.4 -0.3 -0.1
H 0.1 0.0 -0.1
N 0.0 -0.1 -0.6
H 0.0 -0.2 0.0
H 0.1 0.0 0.0
H 0.1 0.1 0.1
N 0.3 0.2 0.1
C 0.1 0.9 0.3
H 0.1 0.1 -0.4
H 0.1 0.0 0.0
H 0.0 0.1 0.0
C 0.1 0.9 0.3
O -0.3 0.1 0.0
H 0.0 0.0 0.0
H -0.1 0.0 0.0
H -0.1 0.0 0.0
H 0.0 0.0 0.0
S 0.2 -0.7 0.5
N -0.2 0.8 -0.1
S -0.7 -0.4 0.1
H 0.1 0.0 0.1
C 0.0 -0.2 0.1
C -0.5 -0.1 0.5
C -0.4 0.0 -0.2
H -0.1 -0.1 0.0
H 0.0 0.0 -0.1
N 0.2 0.4 -0.3
H 0.0 0.0 -0.2
H 0.0 -0.1 0.0
C 0.1 0.0 -0.1
H -0.1 0.1 0.0
H 0.0 0.1 0.0
H 0.1 0.1 -0.1
C 0.0 -0.2 0.1
H 0.0 -0.1 0.0
H -0.1 0.1 -0.1
N 0.6 0.2 1.4
N 0.7 0.9 0.8
C -0.1 -0.1 0.1
H 0.0 0.0 -0.1
C 0.0 -0.6 -0.2
C 0.4 0.4 -0.6
C 0.1 -0.1 0.0
C 0.3 -0.4 -0.1
C 0.0 -0.2 -0.2
H 0.1 -0.2 0.0
H 0.1 0.1 0.1
C -0.2 0.0 0.0
H -0.1 0.1 0.0
N 0.0 -1.1 -0.6
H 0.0 -0.1 0.0
H 0.1 0.1 0.0
C 0.3 0.1 0.2
H 0.0 -0.1 0.0
S -0.1 0.1 0.1
H -0.1 -0.1 0.1
C -0.1 -0.2 0.0
H 0.0 0.1 -0.1
H 0.0 0.0 -0.1
C -0.1 -0.1 0.2
H -0.1 0.1 0.2

Löwdin population analysis, charges in e, atoms 1 to 5: H 0.08; H 0.07; H 0.10; H 0.09; Gd 1.18

[2]
Density functional theory data (ωB97M-V/def2-TZVPD) for a molecular structure, C43H55O13Sr at a distorted geometry.

Summary:
HOMO = -0.38884 Ha
Total energy = -72924.2849 eV
Net charge = +1
Kohn-Sham gap = 6.62 eV
Lowest unoccupied orbital energy = -3.9631 eV

Geometry (Å):
H1 -1.100 0.175 5.027
C1 0.563 5.558 0.585
C2 0.616 1.281 0.827
H2 -0.265 5.370 -6.823
O1 1.360 7.619 1.359
H3 -3.218 -5.025 0.370
C3 -4.494 -0.790 -3.168
C4 1.384 0.048 1.416
O2 1.203 -6.894 2.928
C5 -1.874 -1.550 3.732
H4 -1.724 -4.626 2.048
C6 0.368 3.821 -5.543
C7 -2.024 -3.815 -1.120
H5 2.853 -1.545 -2.188
H6 -0.826 -3.881 5.501
H7 -0.256 -1.011 -4.688
H8 -1.136 -1.514 2.895
C8 2.738 -3.859 2.187
H9 -2.700 4.244 -5.509
C9 -5.496 -1.637 -3.037
H10 1.031 4.662 -5.126
C10 -1.192 -4.436 1.123
O3 -1.915 -2.957 4.061
H11 0.878 -0.482 2.219
H12 -1.702 -2.365 0.921
H13 2.807 6.215 -2.571
H14 -5.994 -2.113 -3.926
H15 1.902 -7.297 0.469
H16 0.103 -2.716 1.024
C11 -3.725 -0.261 -2.038
C12 -1.357 -0.931 5.072
H17 0.865 3.081 -6.096
C13 -4.271 -0.570 -0.679
H18 0.960 2.203 1.253
H19 -0.316 -5.048 1.199
H20 0.743 -3.151 -5.008
H21 -1.107 1.365 2.164
H22 3.006 1.344 3.989
C14 3.072 2.922 5.523
O4 3.047 2.137 6.473
C15 2.483 -5.222 0.098
H23 -1.737 3.405 -3.261
H24 -2.101 -0.993 5.871
H25 -0.421 -1.435 -2.920
O5 0.887 1.345 -0.574
H26 -0.329 -3.648 -3.745
H27 3.173 2.893 1.910
C16 2.095 7.044 -0.831
C17 -2.206 -4.890 -0.005
C18 2.488 -4.910 2.953
H28 -2.906 -3.179 -1.120
C19 -0.885 -3.041 0.680
C20 3.072 4.651 3.169
H29 2.859 6.275 4.585
Sr1 1.249 1.447 -2.865
H30 -1.194 3.885 -6.987
C21 0.546 4.671 -0.478
H31 2.468 -4.805 4.024
C22 2.186 6.063 -1.747
H32 3.198 4.889 6.561
H33 1.556 -0.571 0.608
H34 -4.167 -0.438 -4.194
H35 3.221 -1.761 -3.966
C23 1.399 6.798 0.465
H36 2.172 -4.054 -2.998
H37 -3.906 -0.084 0.136
H38 2.960 -2.889 2.680
C24 1.646 -3.092 -2.963
H39 -0.095 5.409 1.437
O6 -2.651 0.313 -2.166
C25 3.040 3.199 2.971
C26 2.952 5.189 4.513
H40 -1.998 -4.286 -2.092
C27 -5.825 -2.162 -1.684
C28 -0.758 4.544 -6.275
H41 -1.297 2.094 0.579
C29 0.480 -2.977 -3.966
C30 3.004 2.416 4.054
O7 2.990 5.422 2.231
H42 2.688 -5.286 -0.976
O8 -0.226 3.192 -4.386
C31 1.940 -6.137 2.346
H43 2.426 0.295 1.757
O9 3.078 -2.976 -0.087
H44 -0.015 -1.888 6.422
C32 2.087 -6.263 0.830
C33 -0.691 -3.157 4.705
C34 0.143 -1.507 -3.823
C35 -0.191 -1.849 5.311
H45 0.742 -1.546 4.840
H46 -5.681 -1.587 0.448
H47 -1.920 -5.851 -0.441
C36 2.797 -3.908 0.689
O10 -0.821 -3.193 -0.767
C37 -0.873 1.247 1.082
O11 -6.520 -3.173 -1.560
H48 -1.423 0.363 0.702
H49 2.621 7.992 -0.952
C38 -1.801 4.713 -5.172
C39 -5.264 -1.446 -0.533
O12 1.876 3.784 -2.238
H50 -0.033 3.763 -0.490
O13 1.440 -0.807 -3.642
C40 2.441 -1.812 -3.178
H51 1.153 -3.048 -1.971
C41 3.024 4.428 5.640
H52 -0.719 4.908 -3.213
C42 1.548 4.740 -1.523
H53 -2.106 5.794 -4.946
C43 -1.167 4.061 -3.854
H54 -0.087 -3.700 4.009
H55 -2.913 -1.232 3.439

Forces on the atoms, in the same order (eV/Å):
H -0.1 -1.3 -0.2
C 0.1 -1.6 -2.8
C 0.5 -1.4 -1.5
H -0.9 0.1 0.6
O 0.3 -0.2 -0.7
H -0.1 0.3 0.0
C 0.8 1.2 -2.4
C 0.6 2.2 1.3
O 0.4 -0.2 0.4
C -1.0 -0.2 0.5
H 0.1 0.8 0.5
C -0.1 2.4 2.0
C -0.8 -1.4 1.2
H -0.1 0.4 -0.6
H -0.4 -0.2 0.3
H -0.7 -0.1 -0.3
H -0.5 0.9 0.5
C 0.8 1.9 -0.1
H -0.6 -0.5 0.2
C -0.5 -1.2 -0.6
H -0.3 -1.4 -0.7
C -2.0 -1.1 -0.4
O -0.9 1.2 -0.1
H -0.2 0.0 0.1
H 0.1 0.4 0.1
H 0.7 -0.1 -1.5
H 0.4 0.6 1.2
H 0.0 1.0 0.0
H -0.4 0.4 -0.1
C 0.9 -0.2 1.1
C -0.1 1.8 -1.6
H 0.9 -0.8 -0.7
C -1.3 -1.2 -2.5
H 0.5 0.6 0.6
H 0.5 -0.3 -0.5
H 0.4 -0.3 0.0
H 0.2 -0.2 -0.5
H -0.1 -0.4 -0.1
C -0.9 -0.4 -0.2
O 0.3 1.5 -1.8
C 0.3 -0.6 -0.5
H -1.5 -0.1 0.8
H -0.1 -0.4 -0.3
H -0.7 0.7 0.6
O -0.1 0.0 -0.3
H -0.5 -0.1 0.3
H -0.4 -0.2 1.0
C 0.4 -0.7 0.0
C 1.0 -0.5 -0.4
C -0.4 -0.1 0.0
H 0.1 0.8 0.1
C 0.6 -0.5 -0.6
C -1.6 0.2 -0.6
H 0.2 -0.3 -0.1
Sr -0.7 0.7 1.9
H -0.2 -0.5 -0.9
C 0.0 0.7 2.4
H 0.0 -0.2 0.3
C -0.6 0.4 1.9
H -0.3 0.5 1.6
H 0.0 -1.7 -1.7
H -0.3 -0.5 1.4
H -0.4 -0.6 0.6
C -1.1 0.5 0.8
H 0.2 0.5 -0.3
H 1.3 1.5 2.1
H -0.1 -0.6 -0.6
C -1.0 -0.2 -0.1
H 0.3 0.3 0.0
O -0.7 -0.1 -0.3
C 1.0 -0.2 0.0
C 0.4 -0.2 2.4
H 0.5 0.0 -0.4
C -1.4 -1.7 -0.3
C 1.0 -0.5 0.3
H -0.4 0.6 -0.3
C 0.9 0.5 -0.8
C 0.4 -0.1 0.9
O 0.6 -0.1 -0.4
H -0.3 -0.1 0.3
O 1.9 -1.1 -0.7
C -0.8 0.1 -1.5
H -0.9 0.1 -0.1
O -0.4 -1.2 2.1
H 0.1 -0.4 -1.1
C 0.5 -0.8 0.8
C 0.0 -1.6 1.3
C 1.1 -0.2 0.1
C 0.6 -0.1 1.5
H -0.1 0.4 -0.1
H -0.2 -0.5 0.2
H 0.0 0.0 0.3
C 0.0 0.7 -1.2
O 0.2 1.1 0.0
C -0.7 -0.5 0.8
O 0.9 1.4 0.0
H 0.6 0.2 0.1
H -0.2 -0.2 0.1
C -0.4 2.4 1.7
C 0.3 0.6 0.2
O -0.4 0.6 0.3
H -0.2 -0.2 0.2
O 0.1 -1.6 0.5
C 0.2 0.4 0.1
H 0.5 0.1 -0.4
C 0.5 -0.5 -2.6
H -0.3 -1.2 -0.8
C 0.8 0.8 -1.0
H 0.6 -1.4 -0.4
C 0.1 2.4 -1.3
H 1.3 0.2 -0.6
H 1.1 -0.3 0.1

Löwdin population analysis, charges in e, atoms 1 to 5: H 0.13; C 0.07; C -0.55; H 0.13; O 0.12